DFT (ωB97M-V/def2-TZVPD) results for 40 unconnected molecules or ions with the total composition H80O40.

The geometry in XYZ format:
```
120
Properties=species:S:1:pos:R:3:forces:R:3:lowdin_charge:R:1
H 0.462 3.356 -4.711 -1.223 -0.256 0.236 0.02
H -0.968 2.801 -5.321 -0.026 0.275 0.923 0.05
O -0.141 3.264 -5.467 0.755 0.328 -1.057 -0.05
H -2.803 0.164 2.574 -0.237 0.123 0.386 0.00
H -2.026 -0.634 1.514 -1.400 1.007 0.311 0.03
O -2.838 -0.019 1.643 0.945 -0.385 -1.525 -0.10
H 4.000 2.628 -2.944 -0.181 -0.718 0.679 0.03
H 3.895 3.049 -1.335 -0.292 -0.520 -1.041 -0.01
O 4.084 3.287 -2.261 0.729 1.766 -0.047 -0.07
H 1.326 -4.820 -3.068 0.782 -0.116 -1.008 0.00
H 1.714 -5.129 -1.840 1.191 -0.407 0.357 0.00
O 2.205 -5.044 -2.675 -1.788 0.651 0.528 -0.07
H -1.113 1.681 1.986 -0.216 -0.063 0.386 0.00
H -1.032 3.018 1.262 -0.304 0.236 0.108 0.03
O -1.124 2.637 2.146 0.730 0.392 -0.848 -0.06
H 2.941 -0.287 3.589 -0.061 0.170 -0.389 0.03
O 2.015 -0.553 3.618 0.584 -0.093 0.324 -0.04
H 5.891 -1.755 -1.588 -0.456 -0.114 -0.478 0.04
O 5.579 -2.499 -1.072 0.376 -0.242 1.168 -0.05
H 1.422 -0.888 -0.243 -0.351 -0.091 -0.439 0.04
H 0.772 0.485 -0.407 0.137 -0.128 -0.242 0.00
O 0.770 -0.295 0.149 0.446 0.499 0.961 -0.03
H 4.240 0.391 0.823 0.143 0.108 -0.335 0.05
H 4.974 0.609 2.088 0.348 0.239 0.083 0.04
O 4.985 0.902 1.170 -0.529 -0.233 0.174 -0.04
H 1.391 2.745 2.332 0.079 0.510 0.278 0.03
H 2.930 3.196 2.603 -0.585 0.575 0.119 0.07
O 2.287 2.483 2.588 -0.207 -1.180 0.205 -0.04
H 0.246 3.413 5.466 -0.206 -0.023 -0.382 0.06
H 0.954 2.766 4.210 -0.116 0.244 0.468 0.00
O 1.084 3.305 5.006 0.351 0.433 -0.024 -0.06
H -0.259 6.692 -2.422 0.013 -0.263 -0.536 0.06
O -0.581 5.917 -1.958 -0.546 0.139 0.698 -0.05
H -1.043 0.802 -1.097 -0.430 -0.072 0.100 0.05
H -2.119 0.777 -2.221 0.713 0.467 0.093 0.06
O -1.244 0.425 -1.960 -0.143 0.472 -0.569 -0.05
H 2.208 4.062 -3.625 0.445 -0.013 -0.242 -0.03
H 3.282 5.113 -3.498 0.052 -0.207 0.041 0.04
O 2.521 4.867 -4.035 -0.173 0.450 -0.279 -0.05
H 0.334 2.409 -2.273 -0.238 -0.231 -0.414 0.03
H 1.366 3.466 -2.468 -0.117 0.015 0.412 0.03
O 0.460 3.252 -2.725 -0.010 0.324 0.363 -0.06
H -1.636 -1.709 -5.195 0.298 -0.007 0.064 0.04
H -0.931 -2.520 -4.057 0.138 0.087 -0.194 0.00
O -1.780 -2.258 -4.421 -0.644 -0.169 0.110 -0.04
H -1.589 -4.766 3.048 0.060 -0.211 0.104 0.00
H -1.721 -4.525 4.528 0.002 -0.025 0.064 0.02
O -2.249 -4.732 3.751 -0.195 0.252 -0.095 -0.06
H -3.767 -0.783 -0.602 0.026 -0.128 0.031 0.01
H -2.496 -0.666 -1.451 -0.462 -1.017 0.306 -0.02
O -3.287 -1.228 -1.311 0.036 0.387 -0.022 -0.06
H -4.379 1.472 0.365 0.178 0.019 0.191 0.01
O -5.074 1.825 -0.201 -0.082 -0.017 -0.246 -0.05
H -0.333 -4.637 0.315 -0.282 0.257 -0.094 0.05
H 0.908 -5.017 -0.401 -0.040 -0.030 0.319 0.03
O 0.185 -4.383 -0.459 0.390 -0.478 0.312 -0.03
H -4.318 -2.036 2.499 0.054 0.194 -0.562 0.01
O -4.972 -1.379 2.750 -0.643 -0.234 1.054 -0.06
H 3.999 2.817 0.625 -0.352 -0.339 0.371 0.04
H 2.416 2.864 0.777 1.522 -0.059 -0.364 0.03
O 3.186 3.197 0.257 -0.682 0.104 -0.279 -0.07
H 1.451 -1.142 -4.757 -0.317 -0.921 -0.001 0.10
H 0.805 -0.046 -4.208 -0.878 0.075 0.585 0.06
O 0.835 -1.001 -4.012 1.387 1.106 -1.360 -0.05
H -3.020 -3.629 -3.234 0.117 0.185 -0.187 0.01
H -3.599 -4.554 -2.199 0.095 -0.157 0.042 0.04
O -3.162 -4.567 -3.058 -0.116 0.073 0.016 -0.06
H 1.139 4.954 0.753 0.457 -0.063 -1.452 -0.01
H 0.581 6.309 -0.155 0.446 -1.260 -0.959 0.01
O 0.731 5.800 0.635 -0.904 1.175 2.535 -0.05
H 2.250 1.495 -1.234 0.562 -0.327 0.082 0.02
H 2.458 0.402 -2.376 0.249 0.698 0.991 0.02
O 2.278 1.345 -2.183 -0.575 -0.422 -0.648 -0.05
H 3.568 -3.690 2.753 0.328 0.186 -0.393 0.03
H 4.192 -4.652 1.650 0.156 0.498 0.039 0.04
O 3.606 -4.583 2.406 -0.547 -0.684 0.341 -0.04
H -1.249 -5.096 -4.130 0.083 0.231 0.771 0.05
H 0.158 -5.115 -4.685 0.007 -0.054 0.044 0.06
O -0.320 -4.963 -3.859 -0.131 -0.067 -0.897 -0.06
H 0.965 1.224 -6.935 -0.072 -0.063 -0.094 0.05
H 0.200 1.426 -5.667 0.078 -0.068 -0.651 0.00
O 0.412 0.730 -6.320 0.234 -0.109 0.498 -0.07
H -2.694 -1.237 5.091 0.254 -1.288 0.734 0.04
H -2.230 -1.072 6.710 -0.120 -1.146 -0.388 0.05
O -2.553 -0.726 5.885 -0.776 2.633 -0.085 -0.04
H -2.696 6.239 0.607 -0.144 0.172 0.107 0.03
H -2.564 6.102 -0.869 0.132 0.300 -0.218 -0.01
O -3.147 6.495 -0.207 0.204 -0.422 0.078 -0.06
H -2.697 3.801 -1.971 1.141 -0.204 -0.059 0.04
O -2.797 2.838 -2.067 -1.067 1.442 0.021 -0.06
H 0.934 -4.400 3.708 -0.085 0.096 0.017 0.04
H 1.246 -5.628 2.878 0.010 0.067 -0.017 0.04
O 0.506 -5.113 3.221 0.201 0.013 -0.108 -0.05
H -5.374 2.637 0.217 0.038 -0.030 0.151 0.04
H 1.888 -0.596 4.573 -0.546 -0.156 -0.065 0.02
H -5.290 -0.887 1.992 0.473 -0.175 -0.291 0.03
H 4.878 -2.998 -1.486 0.132 0.230 -0.640 0.01
H -0.470 5.112 -2.477 0.472 0.118 -0.305 0.02
H -3.767 2.922 -2.040 -0.078 -1.303 0.111 0.05
O 0.822 1.136 6.390 1.129 -0.600 0.624 -0.07
H 1.410 1.905 6.454 -0.592 0.477 -0.553 0.04
H 1.475 0.483 6.685 -0.595 -0.454 0.095 0.05
O -0.854 -1.422 2.159 0.464 -0.960 0.138 -0.04
H 0.035 -1.444 1.781 -0.123 0.061 -0.063 0.06
H -1.072 -2.301 2.494 0.133 -0.068 -0.238 0.07
O -0.422 -2.019 4.921 0.473 0.654 -0.040 -0.08
H -0.422 -1.451 5.702 -0.011 -0.509 0.391 0.02
H -0.549 -1.280 4.293 0.158 -0.388 -0.617 -0.01
O -0.062 -1.997 -1.711 -0.134 -0.290 0.892 -0.07
H -0.447 -1.372 -2.329 0.231 -0.170 -0.281 -0.01
H 0.532 -2.625 -2.121 -0.340 -0.043 -0.431 0.01
O -0.902 0.696 3.764 0.072 -0.164 0.703 -0.07
H -0.354 1.134 4.431 -0.015 -0.162 0.073 0.03
H -1.767 0.647 4.192 0.105 0.143 0.309 0.05
O -4.250 -4.278 1.493 0.540 0.280 -0.623 -0.06
H -4.230 -5.005 2.119 -0.346 0.214 0.318 0.03
H -5.068 -3.779 1.553 -0.211 -0.394 0.317 0.03
O 2.895 -1.292 -2.347 0.455 1.061 0.087 -0.07
H 2.080 -1.148 -2.886 0.029 -1.448 0.240 0.00
H 3.083 -2.195 -2.100 -0.625 -0.280 -0.304 0.03
```
Forces are in eV/Å.

LUMO ... -0.764 eV